Formula: C45H112BeN7O15
Source: the OMol25 dataset
Level of theory: wB97M-V/def2-TZVPD

The geometry in XYZ format:
```
180
Properties=species:S:1:pos:R:3:mulliken_charge:R:1
Be 16.06 13.03 3.08 0.88
C 14.13 12.02 7.26 -0.93
C 15.14 11.16 6.54 0.76
C 14.85 9.62 6.58 -0.30
O 15.44 11.69 5.26 -0.06
H 14.50 13.03 7.41 -0.14
H 13.86 11.64 8.25 0.23
H 13.20 12.18 6.72 0.07
H 16.05 11.34 7.13 -0.57
H 15.65 9.03 6.14 0.29
H 13.94 9.44 6.00 0.03
H 14.67 9.29 7.60 -0.08
C 17.86 4.68 2.98 -0.67
O 16.52 4.83 2.61 -0.29
C 16.25 5.67 1.50 -0.63
C 16.36 7.14 1.94 -0.27
N 15.04 7.71 2.21 0.20
C 14.57 7.24 3.51 0.01
C 12.99 7.29 3.55 -0.32
O 12.35 6.41 2.59 -0.49
C 12.46 5.01 2.80 -0.52
H 17.83 4.18 3.95 0.24
H 18.33 5.65 3.10 0.28
H 18.43 4.05 2.30 0.28
H 15.23 5.47 1.18 0.26
H 16.91 5.42 0.67 0.40
H 16.92 7.69 1.19 -0.10
H 17.02 7.24 2.80 0.38
H 14.40 7.53 1.45 0.42
H 14.94 7.96 4.25 -0.49
H 14.78 6.21 3.83 0.20
H 12.56 8.28 3.41 0.02
H 12.67 6.88 4.51 0.44
H 13.51 4.75 2.74 0.15
H 11.88 4.53 2.01 0.27
H 12.08 4.65 3.76 0.27
C 18.21 10.05 3.82 -0.70
O 18.37 11.46 3.53 0.27
C 19.34 12.14 4.32 -0.71
C 19.46 13.65 3.84 -0.96
N 18.13 14.38 3.96 -0.04
C 17.63 14.41 5.39 -0.94
C 16.28 15.25 5.56 -0.71
O 15.25 14.73 4.79 -0.04
C 14.14 15.65 4.77 -1.00
H 17.40 9.57 3.27 -0.23
H 18.00 9.88 4.88 0.43
H 19.08 9.51 3.45 0.40
H 20.31 11.69 4.18 0.42
H 19.11 12.00 5.38 0.40
H 19.87 13.70 2.83 0.31
H 20.22 14.18 4.42 0.58
H 18.24 15.35 3.70 0.28
H 18.42 14.90 5.96 0.55
H 17.50 13.42 5.82 0.24
H 16.51 16.30 5.34 0.54
H 15.95 15.13 6.60 0.30
H 14.44 16.58 4.30 0.34
H 13.86 15.90 5.80 0.35
H 13.25 15.29 4.27 0.30
C 7.91 12.66 7.24 -0.92
O 8.30 12.20 8.50 -0.40
C 9.68 12.27 8.71 -0.07
C 9.85 11.60 10.07 -0.51
N 11.26 11.45 10.46 -0.31
C 11.37 10.50 11.55 -0.46
C 12.78 9.99 11.83 -0.93
O 13.19 9.13 10.79 0.14
C 14.53 8.66 10.97 -0.43
H 8.06 13.71 6.99 0.36
H 6.86 12.44 7.07 0.29
H 8.50 12.12 6.50 0.28
H 9.97 13.32 8.69 0.50
H 10.21 11.68 7.97 -0.28
H 9.35 10.63 10.00 0.19
H 9.51 12.32 10.81 0.41
H 11.89 11.15 9.73 0.10
H 10.77 9.61 11.35 0.26
H 11.09 11.01 12.47 0.36
H 12.71 9.32 12.69 0.43
H 13.48 10.77 12.10 0.35
H 15.31 9.42 11.06 0.02
H 14.87 8.08 10.11 -0.09
H 14.54 8.06 11.88 0.44
C 12.67 12.28 3.59 -0.57
O 13.73 12.27 2.66 0.02
C 13.47 11.53 1.45 -0.53
C 14.72 11.44 0.55 -0.98
N 15.87 10.99 1.35 1.38
C 17.06 10.72 0.58 -0.83
C 17.81 11.94 -0.09 -1.27
O 17.96 12.91 0.90 0.00
C 18.46 14.14 0.36 -0.96
H 11.85 12.78 3.07 0.51
H 12.79 12.90 4.48 -0.09
H 12.36 11.29 3.92 0.12
H 12.64 11.96 0.89 0.42
H 13.16 10.52 1.71 0.21
H 14.93 12.44 0.17 0.45
H 14.56 10.77 -0.29 0.47
H 15.53 10.08 1.66 -0.85
H 17.00 9.96 -0.19 0.66
H 17.80 10.23 1.21 0.20
H 17.30 12.37 -0.95 0.51
H 18.79 11.61 -0.42 0.50
H 18.94 14.72 1.14 0.22
H 17.70 14.71 -0.19 0.31
H 19.23 13.93 -0.39 0.40
C 9.99 4.07 10.12 -0.78
O 11.26 4.54 9.72 -0.40
C 11.29 5.92 9.44 -0.57
C 12.65 6.44 9.08 0.26
N 13.24 5.77 7.87 -0.24
C 14.64 6.09 7.62 0.87
C 15.63 5.43 8.59 -1.05
O 15.75 4.04 8.27 -0.38
C 16.85 3.49 9.03 -0.78
H 9.27 4.30 9.34 0.29
H 9.65 4.46 11.09 0.31
H 9.96 2.99 10.28 0.29
H 10.91 6.50 10.28 0.44
H 10.57 6.12 8.64 0.07
H 13.31 6.33 9.93 0.21
H 12.52 7.52 8.96 -0.27
H 13.16 4.81 8.16 0.40
H 14.75 7.18 7.66 -0.72
H 14.88 5.78 6.60 0.11
H 15.48 5.67 9.64 0.45
H 16.55 6.00 8.48 0.62
H 16.65 3.75 10.07 0.31
H 17.81 3.88 8.68 0.30
H 16.93 2.40 8.98 0.28
C 10.93 9.15 7.20 -0.34
O 9.53 9.42 7.30 -0.39
C 8.77 8.37 7.93 -0.31
C 7.28 8.63 7.71 -1.03
N 6.92 9.76 8.53 -0.05
C 5.47 10.06 8.31 -0.99
C 4.99 11.16 9.27 -0.36
O 4.68 10.48 10.43 -0.35
C 4.13 11.47 11.39 -0.77
H 11.16 8.19 6.73 0.74
H 11.45 9.19 8.16 -0.04
H 11.38 9.87 6.52 0.04
H 9.01 8.33 9.00 0.19
H 9.03 7.43 7.47 0.44
H 6.74 7.79 8.16 0.48
H 7.04 8.76 6.66 0.33
H 7.48 10.58 8.37 0.23
H 4.96 9.11 8.45 0.49
H 5.32 10.33 7.27 0.46
H 4.01 11.48 8.92 0.41
H 5.69 11.99 9.34 0.25
H 4.21 10.95 12.34 0.27
H 3.09 11.75 11.24 0.29
H 4.79 12.33 11.50 0.32
C 16.91 13.43 9.16 -0.40
O 17.61 13.19 10.41 -0.42
C 17.32 11.91 11.02 -0.33
C 18.32 11.64 12.14 -0.99
N 19.64 11.13 11.71 -0.50
C 20.31 12.07 10.83 -0.11
C 21.78 11.72 10.56 -0.76
O 22.51 12.06 11.77 -0.29
C 23.92 11.89 11.67 -0.75
H 17.31 12.68 8.48 0.12
H 17.17 14.37 8.69 0.30
H 15.84 13.27 9.14 0.27
H 17.39 11.17 10.23 0.31
H 16.29 11.85 11.37 0.45
H 18.00 10.92 12.89 0.43
H 18.52 12.57 12.66 0.41
H 20.24 11.09 12.52 0.27
H 20.22 13.11 11.16 0.32
H 19.85 11.96 9.84 0.09
H 22.17 12.29 9.72 0.40
H 21.91 10.68 10.27 0.36
H 24.29 12.75 11.11 0.28
H 24.24 10.96 11.21 0.30
H 24.38 11.85 12.66 0.25
```

The energy is -3307.63550 hartree. Its maximum force is 3.6 eV/A. As for the frontier orbital gap: 4.827 eV. As for the charge: +1.